Entry 1:
# CH4O4Si

2 unconnected molecules or ions with the total composition CH4O4Si at a distorted geometry (the ωB97M-V functional and the def2-TZVPD basis, the OMol25 dataset).

## Properties
- Energy above the lowest of the compared OMol25 structures with the same formula, charge and spin: 258.19 kJ/mol
- E_HOMO (alpha / beta): -7.33 / -7.33 eV
- LUMO (alpha / beta): -0.014 / -0.018 eV
- F_max: 4.57 eV/Å

The geometry in ORCA input format:
```
! wB97M-V def2-TZVPD RIJCOSX def2/J DEFGRID3
* xyz 0 1
C -2.180 -0.299 0.022
O -2.824 0.370 0.737
O 1.133 1.298 -1.048
O 1.038 0.666 1.502
O 1.192 -1.440 -0.015
Si 0.701 0.115 0.054
H -2.450 -0.805 -0.867
H 1.218 0.911 -1.936
H 0.295 1.141 1.946
H 1.878 -1.959 -0.395
*
```

Entry 2:
# CH4OP2

CH4OP2 in the gas phase at a distorted geometry (the ωB97M-V functional and the def2-TZVPD basis, the OMol25 dataset).

## Properties
- Energy above the lowest of the compared OMol25 structures with the same formula, charge and spin: 80.49 kJ/mol
- SMILES: C[PH]#P=O
- E_HOMO: -8.61 eV
- LUMO: -0.495 eV
- F_max: 3.42 eV/Å

The geometry in ORCA input format:
```
! wB97M-V def2-TZVPD RIJCOSX def2/J DEFGRID3
* xyz 0 1
C -0.298 0.031 0.461
O 4.036 0.113 -0.119
P 2.747 -0.528 0.084
P 1.177 1.065 0.021
H -0.937 0.740 0.115
H -0.214 0.060 1.504
H -0.384 -0.978 0.226
H 1.404 0.384 -1.499
*
```

Entry 3:
# CH4OS3

CH4OS3 in the gas phase at a distorted geometry (the ωB97M-V functional and the def2-TZVPD basis, the OMol25 dataset).

## Properties
- Energy above the lowest of the compared OMol25 structures with the same formula, charge and spin: 242.52 kJ/mol
- E_HOMO (alpha / beta): -6.83 / -9.50 eV
- LUMO (alpha / beta): 0.504 / -3.312 eV
- F_max: 4.21 eV/Å

The geometry in ORCA input format:
```
! wB97M-V def2-TZVPD RIJCOSX def2/J DEFGRID3
* xyz 0 3
C -0.823 -1.153 -0.447
O 1.858 1.571 -0.583
S -0.796 1.919 0.618
S 0.779 -1.216 0.053
S 0.916 1.085 0.407
H -1.270 -0.110 -0.194
H -1.561 -1.868 0.198
H -0.783 -1.464 -1.490
H 1.681 1.236 1.438
*
```